[1]
The following is a quantum chemistry calculation of a structure of composition C30H44N2O6P2Yb at a distorted geometry, from OMol25.

Last column: Mulliken charge in e.
Atoms and positions in Å:
1 Yb 0.2912 -0.7059 0.8018  -1.632
2 C -0.6484 -2.4607 1.7444  0.498
3 C 0.6751 -2.7971 1.2590  0.709
4 C 0.8980 -1.1324 2.8809  0.685
5 C -0.5227 -1.4276 2.7223  0.817
6 C 1.6240 -1.9882 1.9979  0.514
7 C -1.9200 -3.1447 1.3415  -1.526
8 H -1.8415 -3.5694 0.3367  0.324
9 H -2.7661 -2.4523 1.3545  0.379
10 H -2.1494 -3.9687 2.0306  0.360
11 C -1.6223 -0.7764 3.5019  -0.964
12 H -2.5974 -0.9740 3.0481  0.526
13 H -1.4803 0.3083 3.5310  0.126
14 H -1.6475 -1.1499 4.5348  0.237
15 C 1.4603 -0.1354 3.8457  -0.658
16 H 1.5863 -0.5797 4.8425  0.248
17 H 0.7942 0.7285 3.9352  -0.066
18 H 2.4366 0.2276 3.5128  0.447
19 C 3.1161 -2.0973 1.9034  -1.426
20 H 3.5025 -2.7784 2.6737  0.366
21 H 3.5964 -1.1252 2.0449  0.340
22 H 3.4246 -2.4924 0.9314  0.327
23 C 1.0131 -3.9309 0.3381  -1.439
24 H 1.2318 -4.8506 0.8996  0.302
25 H 1.8920 -3.6979 -0.2703  0.348
26 H 0.1847 -4.1479 -0.3426  0.350
27 C -1.5180 0.8211 -6.0733  -0.298
28 C -1.5814 -0.5157 -6.0887  -0.540
29 C -0.7469 -1.5197 -6.8402  -0.564
30 C 0.6053 -1.0349 -7.4081  -0.972
31 C 1.5431 -0.5182 -6.3436  -0.200
32 C 1.6025 0.7028 -5.7990  -0.545
33 C 0.7758 1.9314 -6.0749  -0.508
34 C -0.5671 1.7321 -6.8117  -0.970
35 H -1.3468 -1.9396 -7.6629  0.357
36 H 0.4381 -0.2912 -8.1892  0.339
37 H -0.5551 -2.3632 -6.1622  0.274
38 H -0.3870 1.3819 -7.8297  0.359
39 H -2.2259 1.3322 -5.4203  0.383
40 H -2.3517 -0.9705 -5.4646  0.608
41 H -1.0374 2.7176 -6.9101  0.403
42 H 0.5723 2.4162 -5.1098  0.244
43 H 2.3622 0.8532 -5.0309  0.498
44 H 1.3860 2.6540 -6.6394  0.412
45 H 1.0799 -1.8907 -7.9026  0.406
46 H 2.2433 -1.2575 -5.9537  0.365
47 P -0.9170 -0.4066 -1.1044  1.429
48 C -2.5403 0.4536 -1.1390  -1.366
49 C -1.2008 -1.7809 -2.2979  -1.064
50 P 1.6576 0.1276 -0.8171  1.365
51 C 0.3068 0.7016 -1.9556  -0.766
52 C 2.7042 -0.9711 -1.8616  -1.177
53 C 2.7793 1.5575 -0.5459  -1.409
54 H -2.5160 1.2276 -0.3677  0.403
55 H -3.3278 -0.2658 -0.8923  0.429
56 H -2.7478 0.8949 -2.1198  0.384
57 H -1.3455 -1.4033 -3.3161  0.066
58 H -2.0929 -2.3392 -1.9979  0.457
59 H -0.3481 -2.4643 -2.2803  0.318
60 H 3.0521 2.0471 -1.4870  0.435
61 H 3.6872 1.2056 -0.0451  0.423
62 H 2.2617 2.2577 0.1146  0.411
63 H 0.0626 1.7351 -1.6883  0.586
64 H 0.4467 0.6087 -3.0380  0.162
65 H 3.6601 -1.1426 -1.3572  0.424
66 H 2.8972 -0.5252 -2.8435  0.326
67 H 2.2081 -1.9363 -1.9907  0.265
68 O -0.6707 3.5570 2.3336  -0.718
69 C -0.5602 2.3952 2.9344  -0.691
70 O -0.2479 1.3360 2.0796  -0.645
71 C -0.8239 2.4393 4.5341  0.738
72 C -0.7502 1.3732 5.5239  1.248
73 C -0.9891 1.5059 6.8956  -1.762
74 C -1.3322 2.7518 7.3804  0.080
75 C -1.4353 3.8505 6.5167  -0.530
76 C -1.1823 3.6882 5.1190  -0.708
77 N -1.7945 5.1210 7.0626  1.044
78 O -2.0024 5.2382 8.2368  -0.626
79 O -1.8939 6.0771 6.3603  -0.620
80 N -0.8779 0.3755 7.7835  1.056
81 O -0.5808 -0.7056 7.3682  -0.636
82 O -1.0769 0.5007 8.9556  -0.623
83 H -0.4977 0.3745 5.3317  0.781
84 H -1.5190 2.8626 8.4423  0.615
85 H -1.2711 4.5585 4.4882  0.655

Atomic forces in eV per Å
Yb -1.9191 6.7704 5.4384
C 0.2981 -1.7402 1.4001
C 0.0414 -1.6415 2.1535
C -0.6723 -2.1215 1.8810
C 1.0302 -1.7638 2.0531
C 0.0988 -1.7400 1.3981
C -0.1187 -0.0434 -0.0904
H -0.0716 0.0081 0.1056
H 0.0053 -0.1298 0.0050
H 0.0289 0.1917 -0.1398
C -0.2820 0.0570 -0.1151
H 0.0542 -0.0238 0.0969
H -0.2464 -0.7138 -0.1192
H -0.0161 -0.0994 -0.2762
C 0.1353 0.1579 -0.0041
H 0.0312 -0.0339 -0.2222
H 0.6499 -0.5725 -0.1495
H -0.0337 -0.0111 0.0953
C 0.1318 0.0191 -0.0757
H -0.0729 0.1693 -0.1550
H 0.0501 -0.1113 0.0297
H 0.0293 0.0179 0.1057
C 0.0189 0.0528 -0.2344
H -0.0575 0.2581 -0.1064
H -0.0266 -0.1246 0.0303
H 0.1043 -0.0473 0.0620
C 0.0655 -0.3299 0.1340
C 0.0946 0.3345 0.0865
C 0.1162 0.0103 -0.1265
C -0.1331 -0.0180 -0.0299
C -0.0601 0.2356 0.2461
C -0.1142 -0.3506 -0.0670
C -0.1100 0.0422 -0.1583
C 0.1358 0.0293 -0.0118
H 0.1089 0.0832 0.1709
H 0.0700 -0.1542 0.1109
H -0.0253 0.0754 -0.0838
H -0.0669 0.0990 0.1691
H 0.0166 -0.0577 -0.1024
H -0.0040 0.0655 -0.1102
H 0.0761 -0.1683 0.0041
H 0.0140 -0.0027 -0.0923
H 0.0235 -0.0063 -0.1007
H -0.1118 -0.1382 0.1272
H -0.0730 0.1531 0.0780
H -0.0316 0.0981 -0.0620
P -5.8480 0.5402 -7.5056
C 0.1361 0.0729 0.1288
C 0.2066 -0.0213 -0.0607
P 6.5534 3.1959 -6.0892
C -0.0917 -0.1385 1.2859
C -0.1630 -0.1011 -0.0797
C -0.1812 -0.0138 0.0933
H -0.1361 0.0551 -0.1289
H 0.1335 0.0871 0.0019
H 0.1051 -0.0920 0.1651
H 0.0726 0.0276 0.1689
H 0.1424 0.0963 0.0729
H -0.0733 -0.0147 -0.1239
H -0.1066 -0.1213 0.1467
H -0.1500 0.0327 -0.0457
H 0.1264 0.0920 -0.0778
H 0.0118 -0.0495 -0.0055
H 0.0107 -0.2877 0.1849
H -0.1773 0.0315 0.0238
H -0.0970 -0.0417 0.1763
H 0.1025 0.0343 -0.1252
O 0.3249 -4.7882 3.4624
C 0.0799 3.4930 -4.9297
O -0.5920 1.2270 2.2119
C -0.1052 -0.7077 1.5817
C -0.0864 0.9543 -0.3602
C -0.1702 2.2375 -2.1030
C -0.2801 0.7634 0.7304
C 0.9138 -3.0333 -1.6330
C -0.0155 -0.2017 0.2808
N -0.4267 1.3036 0.8525
O -0.0101 -1.3991 2.0590
O 0.2100 1.0164 -2.7533
N 0.0426 -0.7796 1.0816
O 0.6729 -1.4723 -2.5247
O -0.6437 1.8724 1.5223
H 0.3407 -0.9069 -0.8107
H -0.0283 0.1832 -0.0798
H 0.0144 0.0693 -0.1432

Its net charge is +1. For the LUMO energy (spin up / spin down), the calculation gives -4.2 / -4.2 eV. Its multiplicity is 2. As for the calculated total energy: -3571.24241 Eh.


[2]
The following is a quantum chemistry calculation of a structure of composition C30H45BaBrN2P2S at a distorted geometry, from OMol25.

Last column: Mulliken charge in e.
Atoms and positions in Å:
1 N 3.2314 4.3199 2.1191  -0.556
2 C 2.1205 4.1719 2.8466  -0.729
3 C 1.8167 2.9739 3.4857  -0.309
4 C 2.7454 1.9105 3.4178  0.803
5 C 3.8930 2.0618 2.6050  -0.197
6 C 4.1038 3.3141 2.0103  -0.626
7 C 2.4502 0.6784 4.1019  -0.852
8 Ba -0.4147 -0.9032 0.4601  1.718
9 P -1.8688 -2.1759 -1.9359  0.442
10 C 2.8195 -0.5916 3.7008  -0.694
11 C 1.7780 -1.5440 3.3268  0.616
12 C 2.0387 -2.5807 2.3945  -0.354
13 C 0.9871 -3.2988 1.8092  -0.327
14 C -0.3079 -3.0792 2.2907  0.000
15 C -0.6209 -2.0461 3.1923  -0.970
16 C 0.4404 -1.3075 3.7155  -0.225
17 Br -1.7580 -4.2246 1.5987  -0.019
18 H 1.7311 0.8215 4.9130  0.709
19 H 3.8653 -0.8709 3.5345  0.522
20 H 0.8621 2.8699 4.0048  0.415
21 H 4.5945 1.2416 2.4549  0.393
22 H 1.4487 5.0258 2.9391  0.565
23 H 5.0058 3.4953 1.4180  0.461
24 H 3.0730 -2.8013 2.1322  0.469
25 H 0.2555 -0.5239 4.4434  0.284
26 H 1.2024 -4.0166 1.0108  0.385
27 H -1.6451 -1.8164 3.4875  0.474
28 P 1.2436 0.8314 -1.5754  0.902
29 C -3.0930 -2.1689 -0.5389  0.145
30 C -4.2074 -3.2376 -0.5603  -1.510
31 H -3.5123 -1.1514 -0.4458  0.111
32 H -2.5189 -2.3916 0.3807  -0.252
33 H -4.9238 -3.0502 0.2525  0.419
34 H -4.7726 -3.2124 -1.5017  0.269
35 H -3.8473 -4.2724 -0.4020  0.237
36 C -1.0261 -3.7865 -1.7784  0.584
37 C -1.6565 -4.8881 -2.6175  -1.526
38 H -1.0250 -4.0717 -0.7079  -0.300
39 H 0.0261 -3.6461 -2.0722  0.283
40 H -1.1051 -5.8168 -2.4403  0.432
41 H -2.7002 -5.0604 -2.3353  0.252
42 H -1.6063 -4.6587 -3.6876  0.357
43 C -2.7251 -2.0564 -3.5326  -0.527
44 C -4.1655 -2.5446 -3.6234  -1.640
45 H -2.0693 -2.5612 -4.2598  0.529
46 H -2.6996 -0.9760 -3.7702  0.314
47 H -4.5445 -2.3347 -4.6291  0.468
48 H -4.2389 -3.6258 -3.4457  0.291
49 H -4.7993 -2.0068 -2.9118  0.374
50 C 0.7912 1.7515 -3.0875  -0.825
51 C -0.3948 1.2037 -3.8820  -1.185
52 H 1.7094 1.7799 -3.7042  0.556
53 H 0.5603 2.7757 -2.7503  0.314
54 H -0.4104 1.6990 -4.8581  0.449
55 H -0.3338 0.1263 -4.0681  0.207
56 H -1.3508 1.4141 -3.3903  0.243
57 C 1.7883 -0.8042 -2.2493  0.086
58 C 2.6280 -1.6619 -1.2988  -1.443
59 H 2.3531 -0.5552 -3.1608  0.575
60 H 0.8782 -1.3514 -2.5700  -0.570
61 H 3.0418 -2.5008 -1.8681  0.452
62 H 3.4766 -1.1050 -0.8865  0.343
63 H 2.0617 -2.1042 -0.4625  0.344
64 C 2.8520 1.6159 -1.1483  -0.417
65 C 2.7860 3.1361 -1.1022  -1.270
66 H 3.5906 1.2660 -1.8881  0.507
67 H 3.1405 1.2197 -0.1606  -0.130
68 H 3.7658 3.5363 -0.8254  0.348
69 H 2.5175 3.5654 -2.0745  0.437
70 H 2.0737 3.4968 -0.3479  0.102
71 S -1.7335 1.7485 -0.4277  -0.075
72 C -1.7078 2.8940 0.8316  0.153
73 N -0.9825 4.0675 0.6640  0.043
74 C -1.0688 5.1218 1.5299  -0.537
75 C -1.8861 5.0334 2.6385  -0.528
76 C -2.5506 3.8342 2.8994  -0.327
77 C -2.4538 2.7657 2.0136  -0.537
78 H -0.4288 4.1712 -0.1888  0.243
79 H -0.4740 5.9972 1.2788  0.478
80 H -2.0118 5.9009 3.2748  0.455
81 H -3.1524 3.7346 3.7895  0.450
82 H -2.9556 1.8106 2.2053  0.449

Atomic forces in eV per Å
N 0.0361 0.4649 0.1311
C 0.4825 -0.7237 -0.2873
C 0.3026 -0.2070 0.1213
C 1.4150 0.8144 -0.2551
C -0.4430 0.8199 0.1131
C -0.4018 -0.6836 0.2358
C -0.2327 -1.0514 0.1536
Ba 0.2493 1.2518 -0.6131
P 0.4091 0.8833 0.7527
C 0.1920 0.6767 0.5104
C -0.2515 -0.5720 0.5876
C -0.2287 0.5189 0.2155
C 0.1056 -0.0840 0.7410
C -0.8528 -0.9511 -0.3344
C 0.6955 -0.5212 0.4153
C -0.3005 -0.2655 -0.4086
Br 1.1008 0.2782 1.4265
H -0.8335 -0.3471 -0.8032
H -0.3702 0.4734 -1.0981
H 0.3820 -0.0271 0.1408
H -0.0889 0.2759 0.1582
H 0.2154 -0.1302 -0.1391
H -0.3403 0.0213 0.1594
H -0.2535 0.1152 -0.1546
H -0.2110 -0.0893 -0.2180
H -0.2074 0.0215 0.5135
H 0.2061 -0.3366 0.0215
P 0.2864 -0.3609 0.3387
C -0.4991 -0.5092 -0.3290
C -0.4862 -0.0883 0.2283
H 0.0617 -0.2877 -0.1365
H -0.4121 0.4059 -0.4679
H 0.1783 0.0042 -0.1649
H 0.2856 -0.1552 0.7105
H 0.0889 0.5592 -0.2136
C -0.0030 -0.2686 -0.0587
C 0.1532 -0.5773 0.0955
H 0.0412 0.1836 -0.7325
H -0.2160 -0.0301 -0.0036
H -0.1644 0.0083 -0.2078
H 0.1771 0.0323 -0.1096
H -0.0488 -0.1071 0.2353
C -0.0200 0.4919 -0.2701
C -0.0658 -0.1474 -0.4017
H -0.2043 0.2084 0.1324
H 0.0603 -0.4688 -0.0323
H 0.0193 -0.0888 0.1643
H -0.0847 0.3441 -0.0898
H 0.0681 -0.0905 -0.2904
C 0.0152 0.0822 0.0203
C -0.0569 0.0752 -0.2145
H -0.3746 0.1152 0.1349
H 0.1420 -0.2977 -0.2575
H -0.1064 -0.1134 0.1228
H 0.0867 0.1153 0.0561
H 0.2005 -0.0545 0.0174
C -0.1386 0.2448 -0.5413
C 0.1655 -0.0163 -0.3202
H 0.0107 -0.3901 0.1438
H 0.4452 0.2393 0.0697
H -0.0435 0.0209 0.2282
H -0.1803 -0.1031 0.0177
H 0.0946 0.1554 -0.1262
C 0.0898 -0.4370 -0.0386
C 0.1477 0.2631 -0.0130
H -0.0403 0.2189 0.2197
H 0.0734 0.1429 -0.3033
H -0.1861 0.0317 -0.0601
H 0.0958 -0.0937 0.2335
H 0.0924 -0.1116 -0.1265
S -0.1723 0.1909 0.1226
C 0.3588 0.5088 -0.4614
N -0.6945 -0.2108 0.6048
C -0.3514 -0.4626 0.0356
C 0.5813 0.5292 -0.5306
C 0.0568 -0.8345 -0.5930
C 0.0735 0.4137 0.7980
H -0.2844 -0.1900 0.3301
H -0.2040 -0.1743 0.0426
H 0.1298 -0.1439 0.0023
H -0.1007 0.0266 0.0738
H 0.0828 0.5758 -0.1700

Its net charge is +2. The calculation puts the energy relative to the best compared isomer or geometry (same formula, charge and spin) at 0.0 kJ/mol. For the LUMO energy (spin up / spin down), the calculation gives -6.4 / -6.4 eV. As for the calculated total energy: -4959.51981 Eh.